{"formula": "C6H7O3", "method": "wB97M-V/def2-TZVPD", "elements": ["O", "O", "O", "C", "C", "C", "C", "C", "C", "H", "H", "H", "H", "H", "H", "H"], "coordinates": [[3.367593, 0.031992, -0.854064], [1.129275, -0.281188, -1.524249], [3.110671, 0.178397, 1.380729], [-0.761735, 1.940739, -0.308109], [0.425155, -1.265725, 0.598489], [1.185787, -0.308147, -0.158157], [-0.478099, -2.190861, 0.176642], [0.220533, 1.465917, 0.397064], [2.715214, 0.092950, 0.220747], [0.580636, -1.176451, 1.634667], [-0.592282, -2.681742, -0.828479], [-1.014732, -2.606202, 0.986101], [-1.096811, 3.085394, -0.165266], [2.139901, 0.017015, -1.826167], [-0.889567, 1.570055, -1.368502], [0.500120, 1.749722, 1.385664]], "atomic_forces_ev_per_a": [[0.980, 1.069, -0.147], [0.597, -0.290, -0.468], [-0.420, 0.468, 0.147], [-0.254, 3.140, -2.406], [-1.271, -1.048, -1.653], [0.564, 4.616, -1.211], [1.512, 0.273, -0.635], [1.335, -3.773, 0.377], [-0.787, -2.177, -0.385], [-0.111, 0.378, 1.280], [0.047, 1.295, 0.956], [-0.612, -0.952, 0.562], [0.222, -2.688, 0.016], [-1.995, -0.960, 1.830], [-0.202, 0.146, 1.231], [0.395, 0.503, 0.506]], "e_homo_ev": -4.135, "total_energy_ha": -458.479493, "gap_ha": 0.296, "total_charge": -1, "max_force_ha_per_bohr": 0.093}

=====

{"formula": "C4H11N2O", "method": "wB97M-V/def2-TZVPD", "elements": ["O", "N", "N", "C", "C", "C", "C", "H", "H", "H", "H", "H", "H", "H", "H", "H", "H", "H"], "coordinates": [[-0.969804, 0.730610, 0.295650], [1.574875, 0.148882, 0.394130], [1.234484, -2.046939, 0.116452], [-3.354719, 0.187686, 0.107171], [-1.891235, -0.025461, -0.119821], [2.468505, 1.291788, 0.053049], [1.368280, -0.956355, -0.434568], [-3.749967, 1.099649, 0.594458], [1.941906, -0.311274, 1.279879], [3.458655, 1.094609, 0.228262], [-1.591039, -1.018382, -0.451981], [2.434246, 1.546660, -1.057846], [-3.781506, -0.138782, -0.912029], [1.382771, -0.713875, -1.511225], [0.918224, -2.903190, -0.355544], [2.072521, 2.326969, 0.509362], [-3.932500, -0.648689, 0.695847], [0.416295, 0.336086, 0.568756]], "atomic_forces_ev_per_a": [[-2.020, -1.179, -0.925], [-0.358, 0.621, 3.649], [-0.800, -1.517, 1.184], [-1.634, -1.890, -0.834], [1.006, 0.950, 3.342], [-3.650, 3.607, -2.176], [0.821, -1.036, -3.384], [0.722, -0.131, -0.966], [-0.739, 0.866, -0.870], [2.234, -0.600, 1.046], [-0.128, -0.107, -0.669], [-0.304, -0.755, 1.234], [0.119, 1.286, 1.101], [-0.309, -0.117, 0.292], [0.586, 0.808, -0.336], [1.004, -2.716, -0.480], [1.924, 0.938, -0.675], [1.528, 0.973, -0.534]], "e_homo_ev": -14.917, "total_energy_ha": -343.431702, "gap_ha": 0.411, "total_charge": 1, "max_force_ha_per_bohr": 0.108}

=====

{"formula": "C4H11N2S", "method": "wB97M-V/def2-TZVPD", "elements": ["S", "N", "N", "C", "C", "C", "C", "H", "H", "H", "H", "H", "H", "H", "H", "H", "H", "H"], "coordinates": [[-1.883184, -3.054116, -0.186321], [1.780820, 3.113615, 0.357989], [1.038653, -0.608285, -0.100486], [1.597853, 1.813132, 0.006594], [0.296944, -0.632624, -1.330716], [0.783997, 0.711783, 0.579911], [-2.414288, -1.588317, 0.712135], [-3.371505, -1.764723, 1.341215], [0.037961, 0.369124, -1.788228], [-1.688591, -1.306505, 1.496072], [1.066352, -1.018356, -2.006293], [-0.589017, -1.164462, -1.199762], [2.088049, 1.465330, -0.897335], [2.146024, 3.266713, 1.269588], [0.344491, 0.962822, 1.553248], [0.968944, -1.374711, 0.583998], [-2.504686, -0.724351, 0.023543], [0.301183, 1.533932, -0.415151]], "atomic_forces_ev_per_a": [[0.087, -0.523, -0.074], [0.469, -2.558, -2.066], [-0.024, 3.505, 3.356], [1.235, 2.105, 1.973], [1.635, 0.560, -1.664], [1.630, 1.505, -2.796], [-0.838, 0.173, 1.306], [1.094, 0.466, -1.307], [0.500, -0.799, 0.975], [0.020, 0.063, -0.262], [-0.984, -0.641, -0.735], [-1.423, -1.488, -0.471], [-0.291, 0.081, -0.663], [-0.785, -0.113, 1.345], [-0.227, -0.742, -0.295], [-0.898, 0.283, -1.052], [-0.364, -0.203, 0.502], [-0.835, -1.674, 1.927]], "e_homo_ev": -2.628, "total_energy_ha": -666.550499, "gap_ha": 0.228, "total_charge": -1, "max_force_ha_per_bohr": 0.094}

=====

{"formula": "C7H14S", "method": "wB97M-V/def2-TZVPD", "elements": ["S", "C", "C", "C", "C", "C", "C", "C", "H", "H", "H", "H", "H", "H", "H", "H", "H", "H", "H", "H", "H", "H"], "coordinates": [[-3.667195, 0.394431, -0.282716], [-2.499739, -0.731597, 0.472390], [-1.037382, -0.054101, 0.499917], [0.196991, -0.740770, 0.892208], [1.708098, 1.369467, 0.586558], [2.074499, -0.758427, -0.893269], [-0.365936, 0.358652, -0.823580], [1.014080, 0.080238, -0.085344], [0.449688, -0.700134, 1.997661], [2.149208, 1.038644, 1.637590], [-1.351049, 0.885926, 1.082219], [0.048343, -1.786879, 0.649067], [-2.780771, -1.074209, 1.423658], [2.512429, 0.041215, -1.479713], [-0.353171, 1.428992, -1.228940], [1.697341, -1.447311, -1.804174], [2.485121, 1.836182, -0.160446], [-2.812727, 1.029321, -1.267208], [2.872433, -1.167480, -0.263174], [-0.548027, -0.480758, -1.616878], [0.890269, 2.217833, 0.800876], [-2.682498, -1.739245, -0.136699]], "atomic_forces_ev_per_a": [[0.365, 1.557, -1.100], [1.857, -1.912, -3.204], [-4.512, 2.236, -0.055], [0.471, -0.807, 3.178], [-0.899, 0.333, 0.233], [-1.003, 0.904, -1.896], [1.234, -0.025, -1.383], [0.909, -0.840, -0.498], [-0.066, -0.032, -1.148], [-0.554, 0.896, -2.375], [1.127, -1.106, -0.482], [0.625, -0.345, -0.348], [-0.633, 0.359, 1.634], [0.783, 0.068, -0.299], [-0.783, -1.581, 0.336], [0.441, 0.992, 2.739], [-1.309, -0.962, 1.721], [-1.093, -1.200, 1.581], [-0.390, -0.298, -0.218], [0.325, 1.796, 1.102], [1.765, -1.915, -0.402], [1.340, 1.881, 0.885]], "e_homo_ev": -8.802, "total_energy_ha": -673.199063, "gap_ha": 0.354, "smiles": "CC1(C)CC(CS)C1", "max_force_ha_per_bohr": 0.098}

=====

{"formula": "C3H6IN2", "method": "wB97M-V/def2-TZVPD", "elements": ["I", "N", "N", "C", "C", "C", "H", "H", "H", "H", "H", "H"], "coordinates": [[-2.895241, -0.465411, -0.906838], [0.279232, 0.358416, 0.995407], [0.660559, -1.463245, -0.290014], [-0.909193, 0.249925, -1.062669], [0.890009, -0.800284, 0.741983], [-0.286602, 1.158716, -0.064703], [1.746086, -1.099353, 1.359621], [0.535619, 1.644199, -0.450113], [0.984070, -2.219825, -0.734661], [-0.929661, 1.843898, 0.347086], [-0.340716, 0.073737, -1.932206], [0.265839, 0.719226, 1.997108]], "atomic_forces_ev_per_a": [[1.890, 0.672, -0.166], [-0.236, 0.535, 3.608], [-4.127, 4.861, -0.258], [-0.872, -1.620, 1.366], [1.895, -0.814, 0.279], [0.157, -2.627, -0.026], [-0.579, 0.121, 0.682], [1.571, 1.375, -1.624], [2.011, -3.348, -1.310], [-1.843, 1.542, 0.888], [-0.051, -0.100, -1.327], [0.186, -0.597, -2.111]], "e_homo_ev": [-14.171, -14.171], "total_energy_ha": -524.750055, "gap_ha": [0.295, 0.295], "total_charge": 1, "max_force_ha_per_bohr": 0.124}

=====

{"formula": "C15H12BaCl2N2O6S", "method": "wB97M-V/def2-TZVPD", "elements": ["Ba", "Cl", "Cl", "S", "O", "O", "O", "O", "O", "O", "N", "N", "C", "C", "C", "C", "C", "C", "C", "C", "C", "C", "C", "C", "C", "C", "C", "H", "H", "H", "H", "H", "H", "H", "H", "H", "H", "H", "H"], "coordinates": [[-0.582148, -0.475861, -0.232047], [-1.528337, 5.298551, 1.333088], [1.875680, 1.245835, -0.063781], [-1.198310, 2.227829, 0.750788], [0.042780, -1.762556, 1.937088], [-0.415428, -1.152222, -2.470774], [-5.416930, -5.137803, -5.426751], [-2.232217, -1.661213, -1.296539], [1.709424, -2.936358, 1.077155], [-5.354122, -4.874374, -3.290306], [1.797451, -4.734128, 2.962638], [-4.935329, -4.665402, -4.413241], [-3.786052, -3.767365, -4.557878], [1.076210, 5.565270, 0.856602], [-2.157425, -2.334143, -3.572359], [1.487441, 2.904646, 0.300093], [2.547725, 3.794714, 0.237304], [0.178161, 3.285122, 0.636422], [0.865430, -3.636749, 3.214505], [2.347823, 5.130655, 0.517951], [0.024880, 4.671178, 0.910560], [-1.558558, -1.666726, -2.360436], [0.821152, -2.686904, 2.019299], [-1.609403, -2.111323, -4.829676], [-2.163122, -2.707337, -5.952407], [-3.257623, -3.164362, -3.430376], [-3.257579, -3.544791, -5.821533], [-3.706786, -4.026949, -6.676663], [3.531422, 3.433486, -0.033152], [1.183425, -3.046732, 4.073135], [3.172551, 5.828244, 0.474755], [-3.694190, -3.334169, -2.457427], [2.296179, -5.012245, 3.795169], [0.898259, 6.608336, 1.080875], [1.313774, -5.549839, 2.608608], [-0.745638, -1.463839, -4.904631], [2.258759, -3.682465, 1.414657], [-0.158389, -3.954933, 3.419569], [-1.739797, -2.522897, -6.930174]], "atomic_forces_ev_per_a": [[1.237, 1.824, 3.013], [-0.092, 0.055, 0.036], [0.495, 0.051, -0.018], [0.118, 0.239, 0.009], [0.139, -0.516, 0.389], [0.098, -0.429, -1.526], [0.146, 0.050, 0.129], [-1.570, -1.131, -0.836], [0.117, 0.080, -0.065], [0.129, 0.011, -0.139], [-0.143, 0.091, -0.072], [-0.439, -0.128, 0.020], [0.415, 0.264, -0.064], [0.012, 0.076, 0.010], [0.053, 0.074, -0.010], [-0.155, 0.719, 0.161], [0.187, -0.136, -0.063], [-0.257, 0.199, 0.102], [-0.030, -0.002, -0.130], [-0.038, 0.014, 0.015], [0.318, -0.278, -0.114], [-0.529, -0.759, -1.404], [0.054, -0.147, 0.475], [0.090, 0.017, 0.053], [0.027, 0.022, 0.040], [-0.161, -0.079, 0.059], [-0.153, -0.121, 0.021], [-0.010, -0.013, -0.004], [-0.030, -0.031, 0.007], [0.048, 0.034, -0.005], [0.002, -0.005, -0.008], [-0.004, 0.002, -0.004], [0.053, 0.054, 0.001], [-0.053, -0.022, 0.000], [0.032, -0.013, 0.022], [-0.015, -0.009, -0.030], [-0.066, -0.087, -0.037], [-0.012, 0.037, -0.031], [-0.014, -0.008, -0.004]], "e_homo_ev": -7.080, "total_energy_ha": -2483.866918, "gap_ha": 0.243, "max_force_ha_per_bohr": 0.073}